Entry 1:
70
Properties=species:S:1:pos:R:3:mulliken_charge:R:1 method="wB97M-V/def2-TZVPD" spin_multiplicity=1 largest_force_ev_per_a=0.7 orbital_gap_ev=5.647 homo_energy_ev=-6.4 lumo_ev=-0.8 total_charge=0
Zr 0.06 0.03 -0.16 -0.18
N 0.16 -3.90 2.70 -0.40
C -0.12 -2.64 2.23 0.48
S -1.29 -2.44 1.01 -0.39
N 0.60 -1.68 2.76 -1.75
N 0.28 -0.44 2.22 1.39
C 0.38 0.53 3.04 -0.82
C 0.00 1.87 2.64 0.65
C 0.01 2.90 3.55 -0.80
C -0.49 4.14 3.18 -0.53
C -0.99 4.28 1.91 -1.09
C -0.96 3.19 1.04 -0.77
N -0.47 2.01 1.37 1.03
H -0.52 -4.60 2.50 0.23
H 0.63 -3.94 3.59 0.25
H 0.68 0.33 4.06 0.38
H 0.40 2.72 4.55 0.48
H -0.48 4.97 3.87 0.42
H -1.38 5.22 1.54 0.57
H -1.34 3.28 0.03 0.73
C -1.19 -2.97 -3.43 -1.13
C -2.50 -2.65 -3.73 -0.71
C -3.16 -1.75 -2.92 -1.13
C -2.48 -1.15 -1.86 0.47
N -1.19 -1.39 -1.64 1.47
C -0.57 -2.31 -2.39 -0.97
C -3.17 -0.32 -0.85 0.74
C -4.55 -0.15 -0.87 -1.02
C -5.18 0.48 0.19 -0.62
C -4.40 0.87 1.27 -1.17
C -3.04 0.68 1.21 -0.40
N -2.41 0.15 0.16 1.12
H -0.64 -3.71 -4.00 0.52
H -3.02 -3.12 -4.55 0.44
H -4.20 -1.51 -3.11 0.46
H 0.45 -2.51 -2.12 0.97
H -5.13 -0.51 -1.70 0.39
H -6.25 0.63 0.19 0.44
H -4.84 1.32 2.15 0.47
H -2.41 0.97 2.04 0.44
Se 2.62 2.90 -3.76 -0.66
Sb 1.32 3.10 -1.75 0.85
Se -0.87 1.82 -1.96 -0.36
Se 2.27 1.57 0.05 -0.46
Se 0.88 5.29 -0.88 -0.63
C 3.35 -3.85 -1.52 -1.15
C 3.79 -2.69 -0.64 -0.27
S 2.60 -2.36 0.67 0.27
O 1.49 -1.64 -0.07 -0.12
C 3.59 -1.14 1.55 0.01
C 4.50 -1.85 2.54 -1.31
H 4.03 -3.95 -2.37 0.39
H 2.34 -3.70 -1.90 0.19
H 3.36 -4.79 -0.96 0.36
H 3.87 -1.75 -1.18 0.19
H 4.74 -2.90 -0.15 0.54
H 2.87 -0.51 2.07 -0.04
H 4.13 -0.53 0.82 0.44
H 3.92 -2.46 3.24 0.32
H 5.05 -1.11 3.12 0.41
H 5.24 -2.49 2.05 0.33
C 2.65 -1.92 -4.91 -0.89
C 2.72 -0.47 -4.42 -0.89
C 1.95 -0.30 -3.19 0.27
N 1.29 -0.24 -2.26 0.12
H 3.19 -2.00 -5.85 0.39
H 1.62 -2.22 -5.07 0.26
H 3.11 -2.61 -4.20 0.07
H 2.32 0.24 -5.14 0.38
H 3.74 -0.15 -4.21 0.34

***

Entry 2:
80
Properties=species:S:1:pos:R:3:mulliken_charge:R:1 method="wB97M-V/def2-TZVPD" spin_multiplicity=8 largest_force_ev_per_a=3.0 orbital_gap_ev="5.839 / 6.494" homo_energy_ev="-10.0 / -10.6" lumo_ev="-4.2 / -4.1" total_charge=+1
Eu -4.28 7.33 18.48 0.96
C -5.96 5.55 22.75 -1.73
C -5.66 5.72 21.28 0.03
N -4.65 6.45 20.86 0.33
O -3.88 7.03 21.85 -0.68
B -3.89 8.50 21.66 0.80
F -3.18 9.07 22.63 -0.24
F -3.31 8.78 20.38 -0.39
O -5.35 9.03 21.65 -0.70
N -5.89 9.08 20.35 0.44
C -6.85 9.94 20.18 -0.04
C -7.53 10.62 21.28 -1.49
C -7.46 8.79 17.90 0.17
N -6.51 8.00 17.75 0.90
O -6.80 6.92 16.81 -0.38
B -7.59 5.66 17.24 0.52
F -7.95 5.05 16.06 -0.29
F -8.70 6.07 18.07 -0.38
O -6.76 4.70 18.03 -0.61
N -5.98 5.30 19.00 0.50
C -6.51 5.17 20.20 1.09
C -7.80 4.57 20.62 -1.65
C -8.81 8.94 17.29 -1.25
H -6.66 6.40 23.11 0.27
H -5.02 5.60 23.30 0.48
H -6.47 4.62 22.93 0.47
H -7.23 10.00 22.11 0.58
H -8.63 10.67 21.04 0.31
H -7.10 11.64 21.40 0.24
H -7.63 3.56 21.01 0.36
H -8.45 4.55 19.75 0.38
H -8.18 5.26 21.38 0.40
H -8.77 9.65 16.43 0.24
H -9.43 9.29 18.11 0.33
H -9.12 7.94 16.97 0.38
I -4.82 15.45 15.80 0.15
C -5.56 13.86 17.02 -0.97
C -6.91 13.71 17.39 0.24
C -7.41 12.61 18.07 -0.29
I -9.46 12.66 18.50 0.08
C -6.56 11.49 18.32 0.40
O -7.19 10.29 18.82 0.41
C -5.19 11.64 17.92 -0.44
C -4.05 10.66 18.23 0.28
N -3.89 9.64 17.21 0.03
C -4.62 9.70 15.93 -0.86
C -4.24 8.51 15.07 0.65
C -4.80 8.37 13.79 -0.91
C -4.41 7.25 13.00 -0.49
C -3.43 6.40 13.50 -0.70
C -2.92 6.61 14.74 -0.20
N -3.36 7.61 15.54 -0.03
C -4.75 12.77 17.26 -0.37
H -7.58 14.55 17.14 0.35
H -4.23 10.19 19.20 -0.75
H -3.12 11.23 18.32 0.80
H -2.96 9.40 16.98 0.39
H -4.37 10.63 15.39 0.69
H -5.71 9.61 16.00 0.13
H -5.58 9.11 13.48 0.36
H -4.87 7.08 12.04 0.44
H -2.98 5.58 12.88 0.37
H -2.11 6.01 15.17 0.41
H -3.71 12.81 16.93 0.49
Br -0.22 5.76 20.80 -0.10
C -0.58 7.58 20.25 0.51
Br -0.87 7.83 18.34 -0.14
H 0.27 8.21 20.47 0.48
H -1.53 7.91 20.68 -0.65
C -2.36 0.78 17.60 -0.99
N -2.22 2.20 17.19 -0.21
C -2.77 3.30 17.84 0.32
N -3.94 3.03 18.42 -0.26
S -2.01 4.78 17.85 -0.30
H -1.54 0.23 17.18 0.37
H -3.31 0.37 17.24 0.30
H -2.34 0.68 18.70 0.30
H -1.46 2.40 16.61 0.27
H -4.39 2.18 18.19 0.25
H -4.54 3.80 18.78 -0.15

***

Entry 3:
72
Properties=species:S:1:pos:R:3:mulliken_charge:R:1 method="wB97M-V/def2-TZVPD" spin_multiplicity=1 largest_force_ev_per_a=0.4 orbital_gap_ev=6.466 homo_energy_ev=-3.8 lumo_ev=2.6 total_charge=-1
Bi -1.35 -0.82 -0.51 0.62
C -4.33 -2.37 -0.22 -1.53
C -3.37 -1.38 0.40 1.32
O -3.38 -0.14 -0.22 -0.80
C -3.23 -1.40 1.86 -2.00
C -2.19 -0.80 2.47 1.14
C -2.07 -0.71 3.97 -1.47
N -1.16 -0.29 1.69 1.23
N -0.12 0.23 2.40 -0.68
C 0.68 1.05 1.85 -0.39
O 0.52 1.58 0.59 0.21
C 1.90 1.47 2.57 0.63
C 2.20 0.94 3.83 -0.56
C 3.34 1.34 4.50 -0.66
C 4.21 2.26 3.93 -0.42
C 3.93 2.77 2.67 -1.04
C 2.78 2.38 2.00 0.03
H -5.34 -1.95 -0.17 0.41
H -4.32 -3.32 0.32 0.35
H -4.11 -2.56 -1.27 0.14
H -3.97 -1.93 2.45 0.19
H -2.95 -1.15 4.43 0.43
H -1.99 0.33 4.29 0.27
H -1.18 -1.22 4.32 0.24
H 1.51 0.23 4.26 0.44
H 3.55 0.93 5.48 0.40
H 5.11 2.56 4.46 0.37
H 4.61 3.48 2.21 0.40
H 2.57 2.77 1.01 0.35
C 2.16 -0.48 -1.26 -0.41
O 1.76 -1.00 0.01 0.19
C 2.25 -2.30 0.25 -0.75
C 1.46 -3.38 -0.47 -0.36
O 0.10 -3.44 -0.09 -0.26
C -0.14 -3.65 1.29 -0.72
H 3.24 -0.64 -1.41 0.44
H 1.95 0.59 -1.23 -0.17
H 1.60 -0.93 -2.08 0.11
H 2.21 -2.44 1.33 0.29
H 3.30 -2.38 -0.06 0.47
H 1.95 -4.35 -0.28 0.40
H 1.45 -3.20 -1.54 0.02
H 0.47 -4.47 1.67 0.39
H -1.20 -3.90 1.39 0.19
H 0.05 -2.74 1.87 0.19
F -2.28 -1.52 -6.04 -0.30
C -2.06 -1.09 -4.78 0.27
F -2.46 0.19 -4.73 -0.28
F -2.87 -1.79 -3.97 -0.22
C -0.57 -1.23 -4.31 0.78
O -0.46 -1.14 -3.00 -0.30
C -0.04 -2.62 -4.83 0.54
F 0.24 -2.66 -6.15 -0.30
F -0.93 -3.60 -4.59 -0.28
F 1.09 -2.96 -4.19 -0.24
C 0.27 -0.11 -5.01 0.45
F 0.01 0.05 -6.33 -0.29
F 1.59 -0.37 -4.91 -0.28
F 0.07 1.08 -4.43 -0.23
C -1.44 4.79 0.62 -1.72
C -0.19 3.91 0.56 1.04
C 0.71 4.31 -0.61 -1.50
C -0.61 2.46 0.45 -1.07
H -1.17 5.85 0.63 0.45
H -2.04 4.58 1.50 0.40
H -2.07 4.61 -0.26 0.35
H 0.37 4.03 1.50 0.18
H 0.15 4.25 -1.54 0.39
H 1.57 3.64 -0.69 0.28
H 1.07 5.33 -0.50 0.36
H -1.03 2.27 -0.54 0.43
H -1.37 2.20 1.19 0.45